{
  "formula": "C8H9NO",
  "method": "the ωB97M-V functional and the def2-TZVPD basis",
  "homo_lumo_gap_ev": [6.2703, 7.5250],
  "e_homo_ha": [-0.207, -0.336],
  "multiplicity": 3,
  "species": ["C", "C", "C", "C", "C", "C", "C", "C", "N", "O", "H", "H", "H", "H", "H", "H", "H", "H", "H"],
  "positions_angstrom": [[-2.7343, -0.1343, 0.1795], [-2.2792, 1.1244, -0.2056], [-1.9427, -1.2300, 0.3872], [-0.9177, 1.3180, -0.2367], [-0.5716, -1.0829, 0.3356], [-0.0596, 0.2575, 0.1366], [2.8022, -1.1635, -0.1748], [1.3133, 0.5226, 0.1020], [2.1832, -0.3613, 0.5720], [1.6599, 1.7646, 0.3636], [-3.7070, -0.2517, 0.5053], [-2.9252, 1.8970, -0.4736], [-2.3866, -2.1660, 0.6627], [-0.5676, 2.2549, -0.6118], [0.1508, -1.7691, 0.5042], [3.4204, -1.9283, 0.2245], [2.3459, -1.0726, -1.1986], [1.6118, 0.2190, -1.8256], [2.6040, 1.8016, 0.7535]],
  "forces_ev_per_a": [[-0.07, 0.76, 0.07], [1.55, -1.58, 0.51], [1.59, -0.32, 0.17], [-0.91, -0.37, -0.11], [-1.39, 3.85, -0.72], [-0.71, -0.91, -1.63], [-2.64, 0.05, -1.80], [-1.89, -0.05, 2.22], [2.91, -0.79, 2.27], [2.66, 2.72, 0.60], [-2.29, -0.11, -0.06], [-1.09, 1.09, -0.22], [-0.15, -0.34, 0.05], [0.59, 0.36, 0.13], [1.66, -2.57, 0.59], [0.81, -0.39, 0.01], [1.48, -1.24, 0.07], [0.04, 0.16, -1.21], [-2.16, -0.31, -0.97]],
  "nbo_charge": [-0.222, -0.190, -0.208, -0.197, -0.190, -0.122, -0.062, 0.401, -0.450, -0.655, 0.201, 0.209, 0.213, 0.223, 0.204, 0.193, 0.153, 0.000, 0.498]
}